[1]
Entry from the Open Molecules 2025 dataset: a cluster of 4 separate species, C61H50N2O11 in total in a non-equilibrium geometry (ωB97M-V with the def2-TZVPD basis set).

Output
E_tot, hartree: -3291.7575
Kohn-Sham gap, eV: 8.624
Charge: 0
HOMO, eV: -9.7
SMILES string: CCOCCOCc1cc(CCCCNC(C)=O)c2c(c1)C(=O)NC2=O.O=C1c2ccccc2C(=O)c2ccccc21.O=C1c2ccccc2C(=O)c2ccccc21.O=C1c2ccccc2C(=O)c2ccccc21

Positions of all 124 atoms, in Å:
O 1.652 -5.305 -7.876
O -1.223 -4.964 -2.539
O 1.282 -4.090 1.694
O 0.519 6.949 3.841
O 0.987 4.795 0.993
O -3.383 -9.719 -1.348
O -4.853 6.137 -0.640
O 4.277 3.938 11.059
O 2.963 4.453 5.895
O -5.215 1.748 -1.523
O -0.181 -0.427 -9.115
N -5.374 3.878 -0.667
N 0.418 -2.198 0.849
C 1.224 -2.879 1.744
C 2.725 4.747 9.481
C -3.356 -6.979 -5.520
C -0.700 -6.013 -0.008
C -0.121 -0.880 1.216
C 0.887 5.741 3.208
C 2.478 -3.783 -11.679
C 0.600 4.857 -0.360
C 0.217 5.627 1.840
C 0.310 -3.886 -5.870
C 6.733 2.126 8.202
C -2.104 2.257 -1.150
C -1.560 8.182 3.505
C 3.965 4.029 9.890
C -0.866 2.883 -0.943
C 4.810 3.422 8.821
C -0.849 7.027 4.202
C 0.525 -3.368 -7.142
C 5.243 2.941 6.499
C 2.249 -4.313 -10.421
C 0.258 -1.520 -8.823
C -4.513 4.997 -0.670
C 1.015 -2.331 -9.819
C -3.016 -8.067 -2.988
C 5.952 2.719 9.179
C -1.686 -6.060 -2.281
C 0.431 6.131 8.752
C 3.252 4.312 7.064
C 6.375 2.231 6.862
C -2.058 -7.908 -0.624
C -3.878 -8.233 -5.222
C -0.797 -1.851 -5.231
C 1.892 5.273 10.460
C -0.751 4.239 -0.621
C -1.875 -8.447 0.643
C -4.679 2.744 -1.138
C -2.474 -6.816 -3.292
C 2.398 4.902 8.133
C -1.909 5.023 -0.534
C -3.145 4.431 -0.734
C 0.746 5.958 10.096
C -1.141 -0.121 -1.005
C -2.260 0.797 -1.498
C 2.060 -2.109 2.720
C 1.964 -2.535 -12.015
C -3.228 3.075 -1.021
C -1.478 -6.679 -0.946
C 1.263 -4.187 -8.144
C -0.595 -1.332 -6.499
C -2.865 -8.658 -1.626
C -1.106 -7.771 1.577
C -2.656 -6.272 -4.558
C -0.511 -6.556 1.250
C 0.062 -2.089 -7.461
C 1.255 5.604 7.771
C 4.459 3.542 7.475
C -0.351 -3.132 -4.914
C -3.713 -8.773 -3.958
C -1.397 -0.608 0.436
C 1.235 -1.810 -11.088
C 1.513 -3.592 -9.488
H -3.190 0.441 -1.064
H -0.238 -5.070 -0.264
H 2.137 -2.126 -13.002
H -1.308 -1.258 -4.483
H 3.056 -4.343 -12.402
H 1.343 4.310 -0.933
H 0.095 -6.028 1.970
H 0.534 4.905 3.819
H -4.122 -9.745 -3.718
H -0.763 5.169 1.974
H 0.663 -4.881 -5.633
H -0.332 -2.837 0.609
H -2.334 -9.394 0.890
H -0.518 -3.544 -3.925
H -0.313 -0.774 2.282
H 1.016 5.733 6.724
H -1.629 9.039 4.165
H 4.962 3.030 5.459
H 0.613 -0.121 0.949
H -0.944 -0.340 -6.750
H -1.960 -1.539 0.359
H 0.596 5.893 -0.708
H -2.576 7.915 3.220
H 0.095 6.363 10.860
H -6.245 4.106 -1.137
H 6.222 2.638 10.223
H -2.384 0.689 -2.573
H 0.115 6.631 1.421
H -1.034 8.476 2.603
H -4.416 -8.788 -5.979
H 0.836 -0.837 -11.341
H -0.460 6.676 8.470
H 2.605 -2.830 3.314
H -3.493 -6.555 -6.506
H -0.882 7.225 5.275
H 6.983 1.760 6.101
H 2.641 -5.284 -10.154
H -1.094 -0.994 -1.651
H -0.965 -8.193 2.563
H 0.047 2.314 -1.024
H -2.027 0.101 0.968
H 2.783 -1.465 2.228
H -0.169 0.358 -1.034
H 7.621 1.576 8.483
H -2.245 -5.298 -4.787
H 2.145 5.141 11.503
H -1.829 6.078 -0.311
H 1.965 5.647 3.154
H 1.445 -1.508 3.383
H -1.375 6.084 4.060


[2]
Entry from the Open Molecules 2025 dataset: a cluster of 2 separate species, C61H71F3N5 in total in a non-equilibrium geometry (ωB97M-V with the def2-TZVPD basis set).

Output
E_tot, hartree: -2940.1975
Kohn-Sham gap, eV: 4.180
Charge: +1
HOMO, eV: -8.1

Positions of all 140 atoms, in Å:
F 6.023 0.549 0.234
F 6.785 -1.424 0.836
F 6.355 0.099 2.365
N -0.041 -3.268 2.112
N -1.370 -3.156 2.375
N -1.765 -2.046 1.697
N 1.006 -1.589 -5.489
N -0.443 9.520 -0.754
C -3.739 -4.103 -1.119
C 0.858 5.529 -0.390
C 0.658 -4.476 2.491
C 0.160 0.234 -6.935
C 5.910 -0.437 1.182
C 0.241 -4.290 6.223
C 1.817 -5.746 4.173
C 1.826 -1.781 1.414
C -2.587 0.242 4.126
C 1.869 -3.455 -4.096
C -5.934 -1.414 1.449
C -0.253 0.993 -5.678
C 0.123 5.974 -1.525
C 0.038 8.249 -0.669
C 1.528 -2.940 -5.483
C -5.266 -1.203 2.656
C -1.234 9.991 -1.872
C 0.395 -5.390 0.093
C 1.113 -0.742 -4.430
C -3.859 -2.095 0.404
C -0.716 -0.185 0.367
C 2.893 -2.714 1.296
C -1.058 7.696 -2.882
C 3.491 0.013 1.496
C -5.235 -1.868 0.334
C 1.877 -0.281 -2.169
C 0.958 3.164 -1.135
C 0.921 -5.471 1.530
C 4.492 -0.927 1.295
C 0.829 7.840 0.448
C -3.139 -1.802 -1.995
C 4.210 -2.286 1.219
C 2.151 -6.703 3.216
C 1.181 4.151 -0.186
C 0.431 -2.144 1.451
C -0.270 7.292 -1.679
C 1.673 -2.562 5.069
C 1.173 8.844 1.500
C 0.244 -1.260 -6.676
C 0.600 -3.632 4.888
C -3.148 -1.175 4.063
C -3.893 -1.410 2.751
C 1.131 0.929 -2.130
C 1.097 1.776 -0.964
C 1.682 -6.579 1.910
C 0.094 9.915 1.638
C -0.276 10.508 0.291
C 1.538 -5.328 -0.917
C 2.172 -0.412 1.565
C -1.011 9.198 -3.146
C 2.625 -2.399 -3.295
C 1.232 6.523 0.557
C 1.020 -4.652 3.834
C 0.447 0.517 -4.450
C -0.673 -1.362 1.106
C -3.183 -1.792 1.596
C 1.871 -1.109 -3.277
C 0.421 1.291 -3.305
C -3.989 -1.492 5.301
C -0.547 -6.559 -0.207
C -3.145 -2.733 -0.789
H -0.179 -4.458 0.017
H -5.823 -0.877 3.537
H -0.800 9.474 2.096
H -2.624 -0.868 -1.741
H -2.106 7.381 -2.755
H -3.180 -4.579 -1.933
H 1.136 -4.685 6.719
H 1.334 -1.792 5.772
H -0.039 9.464 -3.577
H 5.012 -3.009 1.099
H 1.846 6.227 1.410
H -5.758 -2.078 -0.602
H -1.956 0.447 3.253
H 2.769 -7.559 3.492
H -0.993 11.051 -2.036
H 1.561 1.438 -0.036
H -0.678 7.162 -3.760
H -1.364 -6.591 0.524
H -0.467 -5.111 6.068
H -4.793 -0.757 5.437
H -3.688 -4.760 -0.241
H -3.404 0.975 4.136
H -4.432 -2.490 5.221
H 2.463 -4.369 -4.195
H -2.105 -2.888 -0.485
H 3.737 1.069 1.593
H -3.355 -1.472 6.194
H 2.430 -2.971 -6.120
H 0.504 11.224 -0.023
H -1.210 11.082 0.373
H 0.709 -1.771 -7.529
H 0.786 -3.596 -5.960
H 0.192 0.052 -0.147
H -4.792 -4.014 -1.418
H 1.909 -2.076 4.113
H -0.160 5.263 -2.300
H 0.941 -3.718 -3.571
H -0.227 -3.556 6.889
H 2.674 -3.781 1.272
H 2.597 -3.013 5.457
H -2.609 -2.266 -2.836
H 0.739 3.514 -2.147
H 2.174 -5.846 5.200
H 0.438 10.720 2.292
H -1.782 9.474 -3.870
H -0.565 0.412 -7.733
H -7.010 -1.245 1.387
H 2.475 -0.565 -1.300
H -0.184 2.198 -3.311
H 3.619 -2.249 -3.749
H -2.307 -1.882 4.050
H -0.985 -6.458 -1.207
H -1.690 0.262 0.208
H 2.164 -6.229 -0.859
H 1.152 -5.241 -1.940
H 2.133 9.330 1.266
H 1.300 8.330 2.458
H 2.796 -2.746 -2.269
H 2.181 -4.460 -0.723
H -0.309 -3.155 4.495
H -2.305 9.949 -1.600
H -4.162 -1.564 -2.311
H 1.907 -7.346 1.165
H -0.045 2.061 -5.821
H -1.341 0.909 -5.534
H -0.779 -1.667 -6.574
H 1.372 0.305 1.753
H -0.007 -7.514 -0.160
H -1.985 0.378 5.031
H 1.629 3.873 0.772
H 1.134 0.599 -7.280


> The lowest E_tot belongs to which entry?

C61H50N2O11